[1]
{
  "formula": "C39H55F12N2O11Si",
  "method": "ωB97M-V/def2-TZVPD",
  "total_charge": 1,
  "total_energy_ha": -3943.8632,
  "elements": ["C", "C", "O", "O", "C", "O", "C", "C", "C", "N", "C", "N", "C", "C", "C", "C", "C", "C", "C", "C", "Si", "C", "C", "C", "C", "C", "C", "C", "C", "H", "H", "H", "H", "H", "H", "H", "H", "H", "H", "H", "H", "H", "H", "H", "H", "H", "H", "H", "H", "H", "H", "H", "H", "H", "H", "H", "H", "H", "H", "H", "H", "H", "H", "H", "C", "C", "O", "C", "O", "C", "F", "F", "F", "H", "H", "H", "H", "H", "C", "C", "O", "C", "O", "C", "F", "F", "F", "H", "H", "H", "H", "H", "C", "C", "O", "C", "O", "C", "F", "F", "F", "H", "H", "H", "H", "H", "C", "C", "O", "C", "O", "C", "F", "F", "F", "H", "H", "H", "H", "H"],
  "xyz": [[-9.7176, 2.2711, -0.4994], [-8.9386, 1.0614, 0.1794], [-8.1989, 0.3872, -0.4908], [-9.2009, 0.8742, 1.5538], [-8.5893, -0.2999, 2.0611], [-8.9604, -1.3659, 1.6555], [-7.4839, -0.0917, 3.1673], [-6.8518, -1.4434, 3.6558], [-7.5710, -2.6861, 3.9705], [-6.6137, -3.6612, 4.3617], [-5.4119, -2.9893, 4.2769], [-5.4403, -1.6752, 3.8962], [-4.3328, -0.7022, 3.7306], [-3.3945, -0.5892, 5.0120], [-2.4832, -1.8739, 5.2591], [-0.9092, -1.5745, 5.1013], [-0.5955, -1.6362, 3.5457], [0.7475, -0.9196, 3.0851], [1.8754, -0.8037, 4.1850], [2.4139, -2.1729, 4.7801], [2.9014, -3.5087, 3.5094], [1.4444, -4.3408, 2.5979], [3.7653, -4.9168, 4.5217], [4.1654, -2.9570, 2.1972], [5.6432, -3.1317, 2.4129], [6.5939, -2.7205, 1.3240], [6.0889, -2.1619, 0.0513], [4.6335, -1.9501, -0.1909], [3.6894, -2.3599, 0.8955], [-9.2721, 3.2364, -0.1081], [-10.8111, 2.1817, -0.2172], [-9.5845, 2.1731, -1.6084], [-7.8286, 0.5527, 4.0225], [-6.6437, 0.4767, 2.6585], [-8.6832, -2.7790, 3.8829], [-6.7942, -4.6309, 4.6386], [-4.5183, -3.6078, 4.5358], [-3.7371, -0.8863, 2.7865], [-4.7874, 0.3288, 3.5946], [-2.7449, 0.3251, 5.0040], [-4.1026, -0.5053, 5.8998], [-2.7239, -2.4334, 6.2072], [-2.7170, -2.5958, 4.4069], [-0.4044, -2.4625, 5.5930], [-0.6119, -0.6194, 5.6078], [-0.6976, -2.7081, 3.2200], [-1.4463, -1.0755, 3.0300], [1.0996, -1.3754, 2.1073], [0.4578, 0.1490, 2.8139], [1.4545, -0.2134, 5.0644], [2.7175, -0.1546, 3.7847], [3.3688, -1.9175, 5.3492], [1.7336, -2.6598, 5.5380], [1.8206, -5.3389, 2.2217], [1.1700, -3.7328, 1.6874], [0.6024, -4.4604, 3.3355], [3.1456, -5.0486, 5.4521], [3.7739, -5.8141, 3.8417], [4.8086, -4.5962, 4.8024], [6.0825, -3.5625, 3.3489], [7.6997, -2.8751, 1.4646], [6.8005, -1.8791, -0.7732], [4.2199, -1.5402, -1.1500], [2.5970, -2.1981, 0.6865], [-3.0558, 6.2584, 3.5055], [-2.8755, 5.1179, 2.5247], [-1.7854, 4.2688, 2.9262], [-2.0668, 3.3488, 3.8533], [-3.1458, 3.1950, 4.3597], [-0.8328, 2.4940, 4.1432], [0.2821, 3.2281, 4.2745], [-0.5988, 1.6090, 3.1495], [-0.9531, 1.7818, 5.2753], [-2.1211, 6.8091, 3.6289], [-3.8282, 6.9460, 3.1581], [-3.3405, 5.8878, 4.4921], [-2.6154, 5.5147, 1.5427], [-3.7942, 4.5395, 2.4054], [3.5520, 1.6301, -4.5811], [4.8582, 1.0260, -5.0537], [5.9689, 1.5926, -4.3367], [6.2266, 1.0608, -3.1358], [5.6007, 0.1673, -2.6364], [7.4564, 1.7243, -2.5148], [7.4362, 3.0638, -2.6462], [8.5954, 1.2965, -3.0937], [7.5679, 1.4692, -1.2033], [3.5846, 2.7184, -4.6537], [2.7175, 1.2608, -5.1799], [3.3614, 1.3861, -3.5339], [5.0119, 1.2639, -6.1075], [4.8537, -0.0629, -4.9668], [4.2645, -4.8796, -8.3313], [4.2626, -3.4317, -8.7770], [3.0197, -2.7952, -8.4334], [2.9169, -2.3475, -7.1757], [3.7748, -2.4477, -6.3438], [1.5698, -1.6538, -6.9676], [0.5479, -2.3496, -7.4989], [1.5464, -0.4344, -7.5413], [1.2797, -1.4771, -5.6697], [3.3988, -5.4070, -8.7378], [5.1735, -5.3832, -8.6635], [4.2036, -4.9566, -7.2441], [4.3485, -3.3809, -9.8632], [5.1087, -2.8807, -8.3610], [-0.3304, 6.8176, -4.3797], [-0.9197, 5.5143, -4.8799], [-0.2578, 5.0849, -6.0801], [0.8990, 4.4296, -5.9110], [1.3985, 4.1925, -4.8470], [1.4638, 3.9924, -7.2635], [1.3943, 4.9688, -8.1862], [0.7899, 2.9388, -7.7638], [2.7523, 3.6281, -7.1863], [-0.3559, 7.5760, -5.1649], [-0.8860, 7.1846, -3.5152], [0.7148, 6.6915, -4.0914], [-1.9695, 5.6604, -5.1384], [-0.8816, 4.7350, -4.1157]],
  "forces_ev_per_a": [[0.06, -0.74, 1.30], [-0.48, 1.00, -2.28], [-0.47, 0.31, 1.68], [1.48, -0.41, -0.32], [-0.60, -0.93, -0.08], [0.68, 1.07, 0.82], [1.10, -0.20, -0.48], [-1.70, -2.26, 0.77], [1.48, 2.91, -0.77], [0.12, 4.55, -1.34], [1.34, -1.78, 0.75], [-3.43, -2.67, 0.13], [1.37, 1.76, 0.18], [-0.66, -1.15, 0.84], [0.43, -0.08, -1.08], [-1.02, -1.41, -0.25], [-0.31, 0.95, 0.24], [-0.29, 0.61, -0.23], [-0.46, 0.03, 0.49], [0.67, 0.74, -0.04], [0.91, -0.89, 0.16], [0.24, 0.09, -0.24], [-0.31, 0.76, -0.27], [1.87, 1.06, -2.10], [-0.73, 1.40, -3.06], [-2.59, 0.02, -0.12], [-1.59, -0.31, 1.18], [0.65, -1.56, 3.07], [2.79, -0.09, -0.10], [-0.70, -1.06, -0.50], [1.29, 0.36, -0.32], [-0.04, 0.09, 1.23], [0.12, -0.70, -0.90], [-1.08, -0.44, 0.50], [1.50, -0.35, 0.18], [0.40, 0.66, -0.19], [-0.66, 1.26, -0.38], [-0.79, -0.26, 1.09], [0.22, -1.42, 0.17], [-0.91, -0.78, -0.35], [0.86, 0.21, -1.03], [0.22, 0.89, -0.79], [0.41, 0.66, 1.06], [-0.31, 1.30, -0.39], [-0.31, -0.96, -0.53], [0.34, 1.05, 0.29], [0.97, -0.68, 0.46], [-0.18, 0.34, 1.30], [0.79, -1.98, 0.29], [0.43, -0.54, -1.12], [-0.87, -1.05, 0.35], [-1.08, -0.44, -0.60], [0.48, 0.68, -0.79], [-0.57, 0.99, 0.51], [-0.11, -0.67, 1.06], [0.60, -0.07, -1.02], [0.74, -0.32, -0.84], [0.13, 0.67, 1.04], [-1.08, -0.56, -0.19], [-0.70, 0.47, -1.02], [-1.39, 0.24, -0.18], [-0.78, -0.34, 1.11], [0.74, -0.42, 1.12], [1.22, -0.31, 0.43], [0.13, -0.09, 0.34], [-0.51, 0.68, -0.22], [0.29, -0.85, 0.40], [-0.89, 1.12, -0.73], [0.51, -0.53, 0.11], [1.65, -0.50, 0.45], [-0.59, 0.05, -0.14], [-0.93, 0.95, 0.18], [-0.45, 0.33, -0.29], [-0.07, 0.02, -0.14], [0.05, -0.06, -0.03], [-0.09, 0.00, -0.10], [0.27, -0.22, 0.10], [0.17, -0.13, 0.18], [0.08, 0.17, 0.34], [-0.71, -0.26, -0.41], [0.64, -0.05, 0.60], [-1.05, -0.37, -1.07], [0.53, 0.28, 0.31], [1.27, 0.83, 0.78], [-0.31, -0.39, -0.14], [-0.50, -0.16, -0.10], [-0.40, -0.22, -0.45], [-0.04, -0.09, -0.14], [0.08, 0.01, -0.01], [-0.01, -0.12, -0.09], [0.28, 0.15, 0.17], [0.13, 0.10, 0.20], [-0.23, -0.07, 0.28], [0.60, -0.48, -0.26], [-0.48, 0.56, 0.49], [1.18, -0.67, -0.71], [-0.59, 0.34, 0.13], [-1.54, 0.59, 0.24], [0.51, -0.05, 0.04], [0.41, -0.32, 0.04], [0.51, -0.19, -0.29], [0.10, 0.04, -0.11], [-0.04, 0.07, -0.01], [0.12, 0.05, -0.05], [-0.30, 0.16, 0.09], [-0.23, 0.04, 0.15], [0.34, 0.05, -0.10], [-0.36, 0.37, 0.55], [0.49, -0.51, -0.40], [-0.90, 0.51, 1.02], [0.21, -0.14, -0.59], [0.70, -0.34, -1.57], [-0.14, -0.05, 0.52], [-0.07, 0.24, 0.49], [-0.42, 0.16, 0.44], [-0.14, -0.04, 0.06], [-0.01, -0.05, -0.06], [-0.10, -0.06, 0.08], [0.16, -0.11, -0.29], [0.22, -0.03, -0.17]]
}

---

[2]
{
  "formula": "C6H16N2",
  "method": "ωB97M-V/def2-TZVPD",
  "de_lowest_ev": 3.3160,
  "smiles": "CN[C@@H](C)C(C)(C)N",
  "total_energy_ha": -347.6030,
  "elements": ["C", "C", "C", "N", "H", "H", "H", "H", "H", "H", "H", "H", "H", "C", "C", "C", "N", "H", "H", "H", "H", "H", "H", "H"],
  "xyz": [[1.0420, 0.0387, -0.0220], [1.3305, 1.4005, -0.6558], [1.5930, 0.0225, 1.4038], [1.6314, -1.0011, -0.8408], [-0.6144, 0.6163, -0.8796], [1.8093, -0.7418, -1.8072], [2.4764, -1.4198, -0.4723], [2.4090, 1.5659, -0.7774], [0.8796, 2.2043, -0.0699], [0.8880, 1.4722, -1.6569], [1.4290, -0.9419, 1.8934], [1.1234, 0.7981, 2.0164], [2.6773, 0.1951, 1.4136], [-2.6832, 0.9955, -0.4021], [-0.8754, -1.9016, 0.3022], [-0.7934, -0.3879, 0.2021], [-1.6553, 0.0669, -0.8534], [-0.9753, 0.0815, 1.1765], [-2.9672, 0.9988, 0.6580], [-2.4112, 2.0363, -0.6296], [-3.5934, 0.7676, -0.9634], [-1.8772, -2.1916, 0.6318], [-0.6950, -2.3617, -0.6729], [-0.1476, -2.3127, 1.0053]],
  "forces_ev_per_a": [[-1.16, -0.85, 0.46], [-0.85, 0.11, -0.11], [0.02, -0.25, -0.10], [0.15, -0.34, -0.15], [-4.04, -0.03, -2.29], [-0.21, 0.09, 0.31], [-0.14, 0.13, 0.16], [-0.25, -0.11, 0.24], [0.18, 0.12, 0.06], [0.07, -0.03, -0.06], [-0.10, 0.06, -0.08], [0.04, -0.10, -0.12], [-0.11, 0.07, -0.11], [-0.57, 0.90, -0.58], [0.45, -0.07, 0.23], [2.47, -2.09, 2.04], [3.98, 2.56, -0.02], [-0.15, 0.06, -0.08], [0.40, -0.49, 0.04], [-0.17, -0.14, -0.03], [0.01, 0.14, 0.06], [0.00, 0.13, -0.01], [0.01, 0.20, 0.11], [-0.05, -0.06, 0.02]]
}